# 1
The following is a quantum chemistry calculation of C4H4O2 in the gas phase, from the OMol25 dataset.

```
! RIJCOSX wB97M-V def2-TZVPD def2/J DEFGRID3
* xyz 0 1
C 0.260 0.034 0.518
C 0.812 -1.091 -0.464
C 0.170 1.400 -0.215
C -0.217 2.695 -0.130
H -0.751 -1.520 0.462
H 0.854 0.025 1.348
H 1.822 -1.011 -0.931
H -0.219 3.753 -0.489
O -0.900 -0.498 0.950
O -0.082 -1.935 -0.781
*
```

Calculated values
Calculated total energy in Ha: -305.107703
SMILES: C#C[C@@H](O)C=O
LUMO in eV: -0.34
Gap between HOMO and LUMO in eV: 9.65


# 2
The following is a quantum chemistry calculation of C4H4O2 in the gas phase, from the OMol25 dataset.

```
! RIJCOSX wB97M-V def2-TZVPD def2/J DEFGRID3
* xyz 0 1
O -2.348 -0.711 0.881
C -1.717 -0.183 -0.199
C -0.411 -0.049 -0.301
C 0.717 0.614 -0.132
C 2.052 0.013 -0.320
O 3.077 0.541 0.050
H -1.658 -1.001 1.500
H 0.649 1.618 0.274
H -2.386 0.160 -0.981
H 2.025 -1.002 -0.770
*
```

Calculated values
Calculated total energy in Ha: -305.209987
SMILES: O=CC=C=CO
LUMO in eV: -0.03
Gap between HOMO and LUMO in eV: 9.46


# 3
The following is a quantum chemistry calculation of C4H4O2 in the gas phase, from the OMol25 dataset.

```
! RIJCOSX wB97M-V def2-TZVPD def2/J DEFGRID3
* xyz 0 1
C -1.316 -0.197 0.102
C -0.836 0.991 -0.012
C 1.308 0.164 0.091
C 0.842 -0.919 -0.138
H -2.434 -0.661 -0.163
H -1.449 1.861 0.206
H 2.336 0.576 0.435
H 1.618 -1.749 0.015
O -0.483 -1.330 -0.196
O 0.415 1.265 -0.340
*
```

Calculated values
Calculated total energy in Ha: -305.141397
SMILES: C1=COC=CO1
LUMO in eV: 0.92
Gap between HOMO and LUMO in eV: 9.29


# 4
The following is a quantum chemistry calculation of 2 unconnected molecules or ions with the total composition C4H4O2, from the OMol25 dataset.

```
! RIJCOSX wB97M-V def2-TZVPD def2/J DEFGRID3
* xyz 0 1
O -1.649 0.361 0.901
C -1.544 0.374 -0.302
C 0.820 -0.545 -1.212
O 0.500 -0.765 -2.321
C 1.368 -0.354 -0.051
C 1.222 -0.040 1.225
H 0.236 0.229 1.613
H -1.196 1.269 -0.853
H -1.810 -0.498 -0.926
H 2.054 -0.031 1.927
*
```

Calculated values
Calculated total energy in Ha: -305.176301
SMILES: C=C=C=O.C=O
LUMO in eV: -0.76
Gap between HOMO and LUMO in eV: 8.49


# 5
The following is a quantum chemistry calculation of C4H4O2 in the gas phase, from the OMol25 dataset.

```
! RIJCOSX wB97M-V def2-TZVPD def2/J DEFGRID3
* xyz 0 1
C -1.672 0.048 0.004
O -0.583 0.507 -0.824
C 0.596 0.600 -0.312
O 0.905 -0.598 0.885
C 1.871 0.964 -0.516
C 1.967 -0.280 0.175
H -2.539 0.648 -0.271
H -1.846 -1.005 -0.224
H -1.426 0.170 1.058
H 2.728 -1.054 0.026
*
```

Calculated values
Calculated total energy in Ha: -305.090479
LUMO in eV: 0.41
Gap between HOMO and LUMO in eV: 9.43


# 6
The following is a quantum chemistry calculation of C4H4O2 in the gas phase, from the OMol25 dataset.

```
! RIJCOSX wB97M-V def2-TZVPD def2/J DEFGRID3
* xyz 0 1
C -1.112 0.558 -0.576
C 0.050 0.256 0.350
C -1.392 -0.165 0.505
C 2.313 -0.365 -0.135
O 1.025 -0.811 -0.175
O 2.732 0.685 0.182
H -1.512 0.982 -1.504
H 0.632 0.843 1.038
H -2.114 -0.846 0.834
H 2.776 -1.217 -0.458
*
```

Calculated values
Calculated total energy in Ha: -305.183999
SMILES: O=COC1C=C1
LUMO in eV: 1.08
Gap between HOMO and LUMO in eV: 11.24


# 7
The following is a quantum chemistry calculation of a molecular structure, C4H4O2Pr, from the OMol25 dataset.

```
! RIJCOSX wB97M-V def2-TZVPD def2/J DEFGRID3
* xyz 2 4
O 0.291 1.380 -2.389
C 0.389 0.268 -2.956
C -0.648 -0.357 -2.289
H 1.128 -0.023 -3.715
H -1.664 -0.241 -2.691
C -0.313 -0.011 1.026
C 0.176 -0.348 2.192
O 0.579 -0.366 3.300
Pr 1.440 -0.982 5.862
H 0.041 0.897 0.530
H -1.418 -0.217 1.129
*
```

Calculated values
Calculated total energy in Ha: -821.404573
LUMO (alpha / beta) in eV: -9.85 / -9.79
Gap between HOMO and LUMO (alpha / beta) in eV: 3.73 / 3.79
Expectation value of S²: 3.752


# 8
The following is a quantum chemistry calculation of C4H4O2S in the gas phase, from the OMol25 dataset.

```
! RIJCOSX wB97M-V def2-TZVPD def2/J DEFGRID3
* xyz 0 1
C -0.902 -1.380 -0.499
C -0.517 -0.139 -0.006
C 1.725 0.022 0.736
C -1.004 1.313 -0.267
H -0.583 -2.213 -0.018
H -1.591 -1.369 -1.314
H 2.339 -0.350 1.694
H -1.953 1.304 -0.930
O 0.502 -0.104 0.966
O -0.566 2.326 0.203
S 2.550 0.589 -0.565
*
```

Calculated values
Calculated total energy in Ha: -703.387794
SMILES: C=C(C=O)OC=S
LUMO in eV: -0.61
Gap between HOMO and LUMO in eV: 8.22